No. 1
Molecular formula: C6H11NO
Method: DFT, ωB97M-V/def2-TZVPD

Structure (ORCA input):
```
! RIJCOSX wB97M-V def2-TZVPD def2/J DEFGRID3
* xyz 0 1
C -0.152 2.047 0.130
C 0.429 0.789 -0.513
N 1.863 0.737 -0.284
C 2.145 -0.367 0.249
O 1.198 -1.257 0.511
C -0.129 -0.576 -0.008
C -1.079 -0.540 1.169
C -0.630 -1.461 -1.135
H 0.197 2.152 1.154
H -1.239 2.024 0.119
H 0.186 2.913 -0.434
H 0.275 0.859 -1.597
H 3.149 -0.667 0.510
H -1.300 -1.555 1.494
H -2.010 -0.058 0.878
H -0.639 0.000 2.003
H 0.161 -1.634 -1.862
H -1.468 -0.983 -1.636
H -0.956 -2.424 -0.747
*
```

E_LUMO in eV: 0.87
Relative energy (zero: lowest compared OMol25 entry of this formula, charge and spin) in eV: 0.596

These are the Mulliken partial charges, in e, on atoms 1 to 8: number 1, C, carries -1.48; number 2, C, carries 0.24; number 3, N, carries -0.60; number 4, C, carries -0.01; number 5, O, carries -0.45; number 6, C, carries 1.60; number 7, C, carries -1.75; number 8, C, carries -1.65

No. 2
Molecular formula: C4H8N2S2
Method: DFT, ωB97M-V/def2-TZVPD

Structure (ORCA input):
```
! RIJCOSX wB97M-V def2-TZVPD def2/J DEFGRID3
* xyz 0 1
C -0.405 0.988 -1.312
C -1.047 -0.019 -1.831
C 0.171 -0.285 0.759
C -1.159 -1.003 0.694
N 0.070 0.979 0.041
N 1.187 -1.208 0.335
S 0.938 2.339 0.530
S 2.703 -0.591 0.181
H -0.119 1.834 -1.792
H -1.774 -0.508 -2.394
H 0.585 -0.030 1.797
H -1.428 -1.229 -0.395
H -1.954 -0.374 1.180
H -0.981 -2.033 1.241
H 0.000 2.752 1.296
H 3.213 -1.612 -0.329
*
```

E_LUMO (alpha / beta) in eV: -0.39 / 0.37
Relative energy (zero: lowest compared OMol25 entry of this formula, charge and spin) in eV: 6.209

These are the Mulliken partial charges, in e, on atoms 1 to 8: number 1, C, carries 0.07; number 2, C, carries -0.89; number 3, C, carries -0.12; number 4, C, carries -0.96; number 5, N, carries 0.02; number 6, N, carries -0.36; number 7, S, carries -0.14; number 8, S, carries -0.04

No. 3
Molecular formula: C23H25N2NiOS
Method: DFT, ωB97M-V/def2-TZVPD

Structure (ORCA input):
```
! RIJCOSX wB97M-V def2-TZVPD def2/J DEFGRID3
* xyz -1 3
C 1.714 -0.305 0.417
C 2.254 -0.834 -0.791
C 2.057 0.150 -1.817
H 2.902 -1.705 -0.852
C 1.318 1.235 -1.247
C 1.091 0.929 0.131
H 1.101 2.194 -1.714
C -1.358 -1.725 1.449
C -0.322 -2.527 0.910
C -0.333 -2.441 -0.531
H 0.365 -3.122 1.493
C -1.467 -1.574 -0.863
C -2.046 -1.109 0.374
H 2.491 0.125 -2.817
H 0.586 1.567 0.851
H 1.817 -0.714 1.413
H -2.901 -0.449 0.428
H 0.201 -3.094 -1.234
H -1.605 -1.592 2.497
Ni 0.290 -0.608 -1.454
C -2.010 -1.322 -2.238
C -3.532 -1.459 -2.313
C -1.331 -2.333 -3.169
H -3.847 -2.462 -2.008
H -3.814 -1.314 -3.357
H -4.032 -0.708 -1.694
H -1.433 -3.349 -2.762
H -0.257 -2.110 -3.265
H -1.779 -2.310 -4.156
C -1.638 0.176 -2.510
C -1.616 0.524 -3.965
H -0.604 0.528 -2.265
H -2.275 0.862 -1.930
O -1.339 -0.397 -4.772
N -1.617 1.872 -4.307
C -0.389 2.646 -4.053
H -1.903 2.008 -5.275
C 0.926 2.079 -4.585
C 2.106 2.736 -4.226
H 2.045 3.684 -3.691
C 3.347 2.190 -4.553
H 4.263 2.708 -4.261
C 3.422 0.978 -5.257
H 4.390 0.519 -5.483
C 2.244 0.356 -5.679
H 2.262 -0.598 -6.212
C 1.009 0.961 -5.418
H 0.111 0.513 -5.830
H -0.294 2.803 -2.969
H -0.535 3.644 -4.494
S -1.040 1.394 2.844
C 0.087 0.659 3.743
N 0.917 0.119 4.408
*
```

E_LUMO (alpha / beta) in eV: 2.38 / 1.85
⟨S²⟩: 2.04

These are the Mulliken partial charges, in e, on atoms 1 to 8: number 1, C, carries -0.11; number 2, C, carries -1.40; number 3, C, carries -0.18; number 4, H, carries 0.49; number 5, C, carries -1.10; number 6, C, carries -0.20; number 7, H, carries 0.76; number 8, C, carries -0.68

No. 4
Molecular formula: C4H9NO
Method: DFT, ωB97M-V/def2-TZVPD

Structure (ORCA input):
```
! RIJCOSX wB97M-V def2-TZVPD def2/J DEFGRID3
* xyz 0 1
O -2.138 -0.080 -0.632
C -1.572 -0.262 0.643
C -0.281 0.532 0.808
N 0.782 0.130 -0.150
C 1.527 1.057 -0.758
C 1.032 -1.176 -0.368
H -1.502 -0.439 -1.267
H -1.391 -1.326 0.857
H -2.305 0.106 1.372
H -0.467 1.599 0.652
H 0.122 0.400 1.820
H 1.093 1.975 -1.141
H 2.542 0.768 -1.000
H 1.025 -1.873 0.466
H 1.533 -1.411 -1.300
*
```

E_LUMO (alpha / beta) in eV: 0.68 / 0.68
Relative energy (zero: lowest compared OMol25 entry of this formula, charge and spin) in eV: 3.766

These are the Mulliken partial charges, in e, on atoms 1 to 8: number 1, O, carries -0.52; number 2, C, carries -0.40; number 3, C, carries -0.60; number 4, N, carries 0.11; number 5, C, carries -0.61; number 6, C, carries -0.69; number 7, H, carries 0.33; number 8, H, carries 0.29

Number 1: E_tot -9937.8589 eV. Number 2: E_tot -28922.0996 eV. Number 3: E_tot -81160.4382 eV. Number 4: E_tot -7828.5538 eV.